(1)
Formula: C3H3ClN2
Source: the OMol25 dataset
Level of theory: ωB97M-V/def2-TZVPD

XYZ file:
```
9
C3H3ClN2 ωB97M-V/def2-TZVPD
Cl -3.39 -0.84 -0.16
N -2.34 1.64 -0.43
N -2.59 1.52 0.77
C 0.13 0.14 -0.40
C -0.88 -0.31 0.37
C -2.18 0.29 0.15
H 1.13 -0.25 -0.50
H -0.98 -1.21 0.81
H 0.08 0.92 -1.06
```

Calculated values
Kohn-Sham gap: 9.9 eV
Total charge: 0
E_HOMO: -0.3556 Ha
Energy above the lowest of the compared OMol25 structures with the same formula, charge and spin: 297.3 kJ/mol
LUMO: 0.19 eV

(2)
Formula: C3H3ClN2O
Source: the OMol25 dataset
Level of theory: ωB97M-V/def2-TZVPD

XYZ file:
```
10
C3H3ClN2O ωB97M-V/def2-TZVPD
Cl 1.13 -2.06 1.94
O 1.17 -1.06 -1.88
N 0.62 2.08 1.24
N 1.16 -1.34 -0.72
C 0.93 -1.82 0.34
C -0.14 1.48 0.65
C -1.08 0.76 -0.20
H -0.83 0.96 -1.26
H -1.97 1.33 -0.16
H -0.99 -0.32 0.04
```

Calculated values
Kohn-Sham gap: 10.1 eV
Total charge: 0
E_HOMO: -0.3720 Ha
Energy above the lowest of the compared OMol25 structures with the same formula, charge and spin: 386.5 kJ/mol
LUMO: -0.04 eV

(3)
Formula: C3H3ClN2O3P
Source: the OMol25 dataset
Level of theory: ωB97M-V/def2-TZVPD

XYZ file:
```
13
C3H3ClN2O3P ωB97M-V/def2-TZVPD
Cl 2.50 2.48 -2.14
P -1.00 -1.83 1.01
O -2.28 -1.24 1.93
O -1.54 -2.59 -0.12
O 0.05 -2.29 1.97
N -0.34 0.16 -0.94
N 1.50 1.37 0.20
C 0.38 0.87 -1.81
C -0.52 -0.20 0.16
C 1.39 1.48 -1.10
H -2.28 -1.28 2.89
H 2.11 2.04 0.73
H 0.04 1.05 -2.77
```

Calculated values
Kohn-Sham gap: 7.6 eV
Total charge: -1
E_HOMO: -0.1644 Ha
Energy above the lowest of the compared OMol25 structures with the same formula, charge and spin: 91.8 kJ/mol
LUMO: 3.15 eV

(4)
Formula: C3H3ClN2OS
Source: the OMol25 dataset
Level of theory: ωB97M-V/def2-TZVPD

XYZ file:
```
11
C3H3ClN2OS ωB97M-V/def2-TZVPD
Cl 0.54 -0.16 -2.17
S -0.26 2.35 -0.20
O 0.28 -2.07 2.34
N -0.09 -1.17 1.25
N -0.49 0.03 1.47
C -0.13 -0.42 -0.64
C -0.58 0.56 0.22
C 0.28 -1.63 0.13
H -0.55 -1.75 2.96
H -0.96 2.92 0.96
H 0.95 -2.60 0.24
```

Calculated values
Kohn-Sham gap: 9.5 eV
Total charge: 0
E_HOMO: -0.3237 Ha
Energy above the lowest of the compared OMol25 structures with the same formula, charge and spin: 419.1 kJ/mol
LUMO: 0.68 eV